No. 1
Computed, not measured: 2 unconnected molecules or ions with the total composition C35H30OP in a non-equilibrium geometry, with wB97M-V/def2-TZVPD.

```
67
C35H30OP | the Open Molecules 2025 dataset | wB97M-V/def2-TZVPD
C -0.85497 -0.72890 -1.46903
C 0.36383 -1.38820 -1.99442
C 1.38798 -0.62892 -2.59728
C 2.61857 -1.20107 -2.88907
C 2.80623 -2.58180 -2.71291
C 1.75067 -3.37685 -2.21322
C 0.52170 -2.79260 -1.89400
C -2.07722 -1.38126 -1.89745
C -3.28937 -0.71957 -2.07847
C -4.52489 -1.34631 -2.47106
C -5.69106 -0.55124 -2.66642
C -6.86718 -1.09406 -3.18003
C -6.93555 -2.45511 -3.51254
C -5.82741 -3.26743 -3.23399
C -4.65664 -2.73992 -2.69814
H -0.91905 0.36713 -1.50155
H 1.18534 0.40640 -2.83918
H 3.40014 -0.57433 -3.32621
H 3.75721 -3.05499 -2.98411
H 1.86158 -4.46709 -2.15043
H -0.30343 -3.43138 -1.54177
H -2.00138 -2.46333 -2.15382
H -3.32869 0.36488 -1.91360
H -5.63793 0.50956 -2.41219
H -7.73545 -0.44380 -3.35221
H -7.85889 -2.86412 -3.93649
H -5.89952 -4.32884 -3.47427
H -3.81577 -3.39355 -2.45971
C 0.35835 3.28911 5.32209
C 1.23793 2.20734 5.28423
C 1.32543 1.38984 4.14924
C 0.54772 1.65662 2.99959
P 0.82401 0.78092 1.37775
C 1.50686 2.19973 0.40829
C 1.08701 2.37861 -0.91586
C 1.62752 3.37958 -1.71982
C 2.57268 4.26469 -1.20031
C 2.99382 4.11338 0.12864
C 2.46596 3.10124 0.94213
C 2.20219 -0.36373 1.69671
C 1.85294 -1.55220 2.36100
C 2.82074 -2.50932 2.64960
C 4.16139 -2.29514 2.33136
C 4.52387 -1.08311 1.73401
C 3.55989 -0.11538 1.41093
C -0.45308 -0.23441 0.56067
C -1.81562 0.09965 1.05063
O -2.80955 -0.64625 0.95495
C -0.35786 2.74101 3.05908
C -0.44907 3.53653 4.20806
H 0.30347 3.93287 6.20295
H 1.86613 1.99867 6.14805
H 2.00716 0.53716 4.16510
H 0.35449 1.68225 -1.31936
H 1.31451 3.44627 -2.75915
H 2.98634 5.05217 -1.82600
H 3.74686 4.78306 0.54069
H 2.80015 3.01840 1.98779
H 0.81906 -1.72222 2.66205
H 2.52100 -3.42859 3.14072
H 4.91618 -3.05109 2.56087
H 5.57813 -0.88854 1.52874
H 3.88094 0.83602 0.96991
H -0.20873 -1.35001 0.73016
H -1.94577 1.10639 1.59488
H -0.99458 2.97174 2.19851
H -1.15736 4.36341 4.23471
```

- gap between HOMO and LUMO (eV) = 6.734
- charge = +1
- E_HOMO (eV) = -10.739
- largest force on an atom (hartree/bohr) = 0.0547
- energy above the lowest of the compared OMol25 structures with the same formula, charge and spin (kJ/mol) = 45.9

No. 2
Computed, not measured: a molecular structure, C35H31BrClN3O6PS4W, with wB97M-V/def2-TZVPD.

```
83
C35H31BrClN3O6PS4W | the Open Molecules 2025 dataset | wB97M-V/def2-TZVPD
W 0.58342 0.00073 -0.57600
C 3.46786 -0.20253 -2.10809
C 2.60266 -0.81258 -1.03503
N 2.47750 -0.15676 0.16452
N 2.79595 -0.70378 1.38668
C 1.89519 -0.54328 2.27575
S 0.32516 0.12913 1.91245
S 2.26994 -0.99875 3.94461
C 2.58899 0.67940 4.60719
C 3.90176 1.25394 4.16556
C 5.04140 1.09894 4.94668
C 6.26360 1.59768 4.52356
C 6.36093 2.25798 3.30768
C 5.22861 2.42135 2.52299
C 4.00850 1.92510 2.95152
C 2.51008 -2.29797 -0.98952
C 3.48446 -3.18697 -1.41237
C 3.29013 -4.55329 -1.25867
C 2.12072 -5.02828 -0.67727
C 1.13192 -4.15290 -0.25461
C 1.32973 -2.79116 -0.43027
O 0.39784 -1.88453 -0.08381
H 4.51039 -0.49138 -1.94080
H 3.15472 -0.56072 -3.08888
H 3.41380 0.88444 -2.09176
H 1.75153 1.31553 4.31972
H 2.56674 0.55638 5.69003
H 4.96994 0.57389 5.89121
H 7.14176 1.46700 5.14219
H 7.31535 2.64108 2.97225
H 5.29704 2.92693 1.56929
H 3.13040 2.03932 2.33104
H 4.39443 -2.81708 -1.86579
H 4.04811 -5.24823 -1.59466
H 1.97353 -6.09437 -0.56470
H 0.20754 -4.50277 0.18336
C 0.95075 3.34639 0.42543
C 0.86861 2.06215 -0.29236
O 1.37053 1.78497 -1.38569
H -0.04252 3.79287 0.38179
H 1.68103 4.01829 -0.02610
H 1.18279 3.13679 1.47062
O -3.52550 2.30473 -2.22725
Cl -2.19182 2.81900 -2.11183
O -1.95603 3.85918 -3.06824
O -1.24165 1.73881 -2.33046
O -1.99551 3.33468 -0.76951
Br -4.60672 -2.78821 -1.69156
C -3.74098 -1.34986 -0.82890
C -4.46174 -0.45609 -0.05286
C -3.75953 0.56371 0.56837
C -2.39528 0.65370 0.38477
N -1.71251 -0.20500 -0.39325
C -2.37791 -1.20778 -0.98542
H -5.53233 -0.55391 0.05338
H -4.26552 1.30323 1.17012
H -1.82972 1.45402 0.84201
H -1.79763 -1.88310 -1.60022
S -0.00041 -2.01697 -6.02341
P -0.12703 -0.49452 -4.79227
S 0.28019 -1.19597 -2.89562
C -1.79859 0.21246 -4.84862
C -2.07817 1.44806 -5.41217
C -3.39175 1.88835 -5.49791
C -4.42364 1.09653 -5.02681
C -4.14628 -0.14341 -4.46583
C -2.83854 -0.58427 -4.37766
C 1.03906 0.83506 -5.24437
C 1.86932 0.65122 -6.34526
C 2.79270 1.62780 -6.69094
C 2.88919 2.79090 -5.94184
C 2.05918 2.97815 -4.84582
C 1.13551 2.00567 -4.49575
H -1.27673 2.08279 -5.76686
H -3.59915 2.86660 -5.90979
H -5.44508 1.44976 -5.07996
H -4.94876 -0.76598 -4.09261
H -2.61552 -1.55810 -3.95709
H 1.78448 -0.26446 -6.91576
H 3.43601 1.47813 -7.54834
H 3.60945 3.55225 -6.21295
H 2.12434 3.88508 -4.25933
H 0.47848 2.15928 -3.64950
```

- gap between HOMO and LUMO (eV) = 6.698
- charge = -1
- E_HOMO (eV) = -5.258
- largest force on an atom (hartree/bohr) = 0.0137
- energy above the lowest of the compared OMol25 structures with the same formula, charge and spin (kJ/mol) = 164.3

No. 3
Computed, not measured: a molecular structure, C35H31F2N6OPtS2 in a non-equilibrium geometry, with wB97M-V/def2-TZVPD.

```
78
C35H31F2N6OPtS2 | the Open Molecules 2025 dataset | wB97M-V/def2-TZVPD
Pt -0.57282 -0.48528 -2.14481
F 3.92796 -2.86505 -3.98169
C 3.29610 -1.75274 -3.55781
C 1.98180 -1.85071 -3.16044
C 1.31517 -0.70439 -2.73357
C 2.04422 0.50387 -2.64207
C 3.35512 0.54333 -3.09325
F 4.04136 1.70581 -3.10330
C 4.01323 -0.57084 -3.56376
C 1.30627 1.61672 -2.02331
C 1.96812 2.83443 -1.49678
C 1.24272 3.79643 -0.95541
C -0.25443 3.77134 -0.94727
C -0.86568 2.38739 -1.24055
N 0.05290 1.40883 -1.86675
H 1.50870 -2.82349 -3.17713
H 5.03444 -0.51821 -3.91071
H 3.04338 2.89232 -1.53906
H 1.72648 4.67625 -0.54508
H -0.57718 4.45783 -1.73853
H -1.66483 2.52064 -1.96790
C -2.30047 0.56156 -0.53196
C -1.51798 1.64959 -0.07629
C -1.32497 2.02439 1.23164
C -0.70575 3.29142 1.46102
C -0.87371 4.31528 0.36562
C -0.34091 5.67868 0.71407
C 0.37753 5.90301 1.81773
C 0.63276 4.84009 2.77140
C 0.07147 3.60524 2.59008
C -1.82748 1.21283 2.39401
C -2.30160 1.85903 3.53248
C -2.78109 1.13949 4.62261
C -2.79198 -0.24500 4.59135
C -2.32341 -0.90284 3.45973
C -1.84767 -0.18221 2.37514
H -1.94500 4.40020 0.14960
H -0.55825 6.49075 0.02731
H 0.76162 6.89609 2.01969
H 1.23737 5.03905 3.64614
H 0.22106 2.84387 3.34824
H -2.32322 2.94129 3.55929
H -3.16279 1.66852 5.48677
H -3.15987 -0.80848 5.43986
H -2.33175 -1.98548 3.41891
H -1.46409 -0.70214 1.50931
C -0.77988 -4.60296 -5.59788
N -0.96481 -4.21677 -4.20025
C -1.06635 -5.13069 -3.21692
C -1.18776 -4.77797 -1.92929
C -1.15557 -3.37337 -1.63083
N -1.01131 -2.46134 -2.58289
C -0.94611 -2.82770 -3.93332
O -0.88240 -2.05294 -4.84908
N -1.24137 -2.98852 -0.35815
H -1.00991 -5.66119 -5.69310
H 0.24621 -4.41255 -5.90955
H -1.44222 -4.01628 -6.22648
H -1.05677 -6.16731 -3.53030
H -1.29077 -5.51309 -1.14726
H -1.63646 -3.62392 0.31195
H -1.32593 -1.99623 -0.17123
S -3.86929 -1.25682 -2.06030
C -2.70262 -0.28912 -1.37117
C 1.54312 0.27552 4.48283
N 1.55402 0.21609 3.04015
C 1.43076 -0.89929 2.28935
S 1.40481 -0.78846 0.61347
N 1.30982 -2.04931 2.99075
C 1.27857 -3.36671 2.38395
H 1.59924 1.31881 4.78424
H 2.39898 -0.24673 4.92110
H 0.61648 -0.13351 4.89622
H 1.60182 1.06485 2.50253
H 1.44798 -2.00697 3.98534
H 0.97005 -3.25633 1.34755
H 0.56389 -3.99547 2.91631
H 2.26088 -3.84244 2.40768
```

- gap between HOMO and LUMO (alpha / beta) (eV) = 6.050 / 5.564
- 2S+1 = 2
- expectation value of S² = 0.86
- charge = 0
- E_HOMO (alpha / beta) (eV) = -6.220 / -6.493
- largest force on an atom (hartree/bohr) = 0.0404
- energy above the lowest of the compared OMol25 structures with the same formula, charge and spin (kJ/mol) = 28.4

No. 4
Computed, not measured: 6 unconnected molecules or ions with the total composition C35H31F2O10S in a non-equilibrium geometry, with wB97M-V/def2-TZVPD.

```
79
C35H31F2O10S | the Open Molecules 2025 dataset | wB97M-V/def2-TZVPD
C 2.05744 -3.58903 -1.88459
C 0.94886 -3.78703 -2.93627
C -0.38024 -4.31273 -2.37395
C -1.44806 -3.23781 -2.11742
C -0.89156 -1.95066 -1.49211
S -0.67739 -0.58286 -2.61712
F -0.64253 -1.10271 -4.03894
F 0.68999 -0.02781 -2.22502
H 2.60656 -2.67910 -2.12580
H 2.78585 -4.38739 -1.90545
H 1.68090 -3.44432 -0.87636
H 0.77716 -2.84783 -3.46387
H 1.31923 -4.47449 -3.68541
H -0.80929 -4.96882 -3.12667
H -0.23536 -4.93512 -1.49878
H -2.11623 -3.65699 -1.36791
H -2.05182 -3.08141 -3.00800
H -1.61890 -1.59368 -0.76454
H 0.05428 -2.13116 -0.98658
C -4.81557 -7.32187 1.19779
C -3.59280 -6.83690 0.99772
C -3.38212 -5.42324 0.61586
O -2.25897 -4.98435 0.43148
C -4.57918 -4.56347 0.46619
C -5.80318 -5.04350 0.66518
C -6.01884 -6.46415 1.04827
O -7.13106 -6.90036 1.23064
H -4.99218 -8.35259 1.47679
H -2.70335 -7.44478 1.10283
H -4.40205 -3.53119 0.18924
H -6.69106 -4.43303 0.56105
C 2.24976 2.68280 -2.30802
C 3.47547 2.22444 -2.07220
C 4.66532 3.09965 -2.25520
O 5.78137 2.68569 -2.04478
C 4.42610 4.49687 -2.70339
C 3.19534 4.94908 -2.93537
C 2.01663 4.07338 -2.75558
O 0.88273 4.46167 -2.95749
H 1.36790 2.07678 -2.18091
H 3.66802 1.21191 -1.73863
H 5.30424 5.11710 -2.82800
H 2.99914 5.96216 -3.26230
C -4.03492 5.72464 -0.94250
C -4.08200 4.61408 -0.20891
C -2.99879 3.60345 -0.27463
O -3.03858 2.58246 0.38612
C -1.86447 3.87924 -1.18214
C -1.80986 4.98415 -1.91830
C -2.89445 5.99860 -1.85732
O -2.84974 7.00630 -2.52531
H -4.81588 6.47359 -0.91039
H -4.90354 4.39597 0.46143
H -1.08259 3.12937 -1.21533
H -0.98439 5.18310 -2.58777
C 3.05233 -1.93735 3.73362
C 3.49422 -0.86927 3.07411
C 2.89760 -0.46209 1.78440
O 3.29134 0.50669 1.16597
C 1.78555 -1.28647 1.25687
C 1.33771 -2.35330 1.91025
C 1.94106 -2.76409 3.20760
O 1.52968 -3.73552 3.80061
H 3.47557 -2.25044 4.67880
H 4.30185 -0.25293 3.44427
H 1.36672 -0.96007 0.31217
H 0.52433 -2.97039 1.54269
C 1.82613 3.17221 2.55636
C 1.70061 4.49412 2.48072
C 1.58433 5.32835 3.70389
O 1.46763 6.53107 3.63390
C 1.61577 4.62944 5.01391
C 1.74133 3.30695 5.08846
C 1.85623 2.47733 3.86645
O 1.97163 1.26824 3.93366
H 1.91408 2.54597 1.67777
H 1.67725 5.02228 1.53566
H 1.53053 5.25450 5.89347
H 1.76518 2.77872 6.03307
```

- gap between HOMO and LUMO (eV) = 7.579
- charge = +1
- E_HOMO (eV) = -12.071
- largest force on an atom (hartree/bohr) = 0.0760
- energy above the lowest of the compared OMol25 structures with the same formula, charge and spin (kJ/mol) = 69.7

No. 5
Computed, not measured: a molecular structure, C35H31N5O2PtSb, with wB97M-V/def2-TZVPD.

```
75
C35H31N5O2PtSb | the Open Molecules 2025 dataset | wB97M-V/def2-TZVPD
Pt 0.17924 -0.24878 0.27611
C -2.15526 1.66629 -0.99392
C -1.99411 1.80129 0.48827
C -2.77978 2.71196 1.18634
C -2.71131 2.78718 2.56155
C -1.88795 1.89362 3.23712
C -1.12376 1.00068 2.51444
N -1.13627 1.00307 1.15757
Sb -0.11013 -0.61345 3.51267
C 1.83554 -0.18411 2.66178
C 2.87203 -0.43334 3.54370
C 4.18064 -0.16326 3.15941
C 4.39618 0.33774 1.89458
C 3.32074 0.56098 1.03588
C 3.59281 1.05360 -0.35183
N 2.05603 0.32654 1.42428
C -1.03190 -2.01193 2.09576
C -1.66191 -3.11955 2.61888
C -2.38038 -3.96603 1.77763
C -2.45405 -3.66526 0.43671
C -1.80282 -2.54135 -0.06717
C -1.91876 -2.19366 -1.51684
N -1.10271 -1.74809 0.75927
H -2.07739 2.63679 -1.48816
H -3.15574 1.28611 -1.20996
H -1.42806 0.97944 -1.41521
H -3.45996 3.34324 0.63030
H -3.31805 3.49895 3.10581
H -1.86032 1.87899 4.31858
H 2.66731 -0.83183 4.52942
H 5.00619 -0.33930 3.83628
H 5.39666 0.56619 1.55402
H 4.62570 1.38023 -0.44532
H 2.94255 1.88098 -0.61814
H 3.43263 0.25484 -1.07750
H -1.59871 -3.32647 3.67929
H -2.88111 -4.83938 2.17415
H -3.02093 -4.28836 -0.24153
H -1.80510 -3.08470 -2.13412
H -1.18051 -1.45000 -1.80794
H -2.90948 -1.78251 -1.72239
C 0.66687 3.86418 -0.11740
O 0.64969 2.70550 -0.99414
C 0.78695 2.85986 -2.27520
C 0.86839 4.10255 -2.90534
C 0.95317 4.15581 -4.27568
C 0.95753 2.98798 -5.10127
C 0.88895 1.76953 -4.53662
C 0.83299 1.62705 -3.08762
N 0.86024 0.48356 -2.45808
N 0.79151 -0.56443 -3.32041
C 1.24141 -1.71976 -2.92229
C 1.88353 -2.05092 -1.58315
O 1.54552 -1.58604 -0.48118
C 2.92042 -3.04209 -1.59403
C 3.00514 -3.91616 -2.61691
C 2.09409 -3.88008 -3.75256
C 2.12417 -4.87667 -4.71186
C 1.23949 -4.83838 -5.79111
C 0.33882 -3.79130 -5.91611
C 0.32775 -2.76676 -4.97868
C 1.19362 -2.80540 -3.88790
H 1.60585 4.40082 -0.24635
H 0.59914 3.45352 0.88412
H -0.18402 4.50895 -0.32960
H 0.85620 5.01470 -2.32843
H 1.00724 5.12708 -4.75372
H 1.01414 3.10013 -6.17474
H 0.89966 0.87262 -5.13452
H 3.51157 -3.13675 -0.69323
H 3.72846 -4.72234 -2.57623
H 2.83542 -5.68779 -4.62288
H 1.26192 -5.62709 -6.53076
H -0.35157 -3.76598 -6.74779
H -0.37314 -1.94930 -5.07913
```

- gap between HOMO and LUMO (eV) = 5.477
- charge = +3
- E_HOMO (eV) = -16.447
- largest force on an atom (hartree/bohr) = 0.0128
- energy above the lowest of the compared OMol25 structures with the same formula, charge and spin (kJ/mol) = 0.0

No. 6
Computed, not measured: a molecular structure, C35H31N6O4PSSc, with wB97M-V/def2-TZVPD.

```
79
C35H31N6O4PSSc | the Open Molecules 2025 dataset | wB97M-V/def2-TZVPD
Sc -0.04719 1.57820 1.51816
C -2.85362 -2.98986 3.81576
C -2.92886 -1.90461 4.88421
N -1.78340 -1.01488 4.87743
C -1.57363 -0.07443 3.92410
S -0.03475 0.72123 3.96386
N -2.56544 0.11996 3.08173
N -2.29031 1.04883 2.13024
C -3.24264 1.36321 1.32751
C -4.61802 0.77426 1.38038
C -2.91499 2.36731 0.29800
C -3.87541 2.87375 -0.57029
C -3.49846 3.81481 -1.51569
C -2.18122 4.22974 -1.56643
C -1.28370 3.68430 -0.65968
N -1.63845 2.77413 0.24066
H -3.73416 -3.63428 3.85802
H -2.80379 -2.53322 2.82739
H -1.96638 -3.61043 3.95573
H -3.82665 -1.30316 4.74194
H -2.98491 -2.35198 5.87808
H -0.98326 -1.23829 5.44256
H -4.63755 -0.03323 2.10435
H -5.35319 1.52832 1.67407
H -4.90729 0.39013 0.39978
H -4.90017 2.53798 -0.50417
H -4.23135 4.21894 -2.20286
H -1.84203 4.96094 -2.28603
H -0.24550 3.98938 -0.62790
O 6.82538 1.81267 -0.02518
C 6.40133 0.90541 0.71343
O 6.92255 -0.17706 1.04541
C 4.94368 1.10405 1.20273
C 4.21966 0.02526 1.69359
C 2.86417 0.16219 1.91863
N 2.22302 1.31686 1.72517
C 2.93282 2.38389 1.33450
C 4.28093 2.31577 1.04318
C 2.10442 3.63737 1.13098
O 2.61933 4.69003 0.81038
O 0.82752 3.44200 1.30141
H 4.72694 -0.92019 1.82801
H 2.24795 -0.67066 2.23728
H 4.80556 3.17695 0.65461
N -0.09798 0.09910 0.21805
P 0.35782 -0.66488 -1.03527
C -0.19537 -2.40483 -1.00864
C -0.75211 -2.87161 0.17673
C -1.20830 -4.18043 0.26678
C -1.11066 -5.02555 -0.82914
C -0.55907 -4.56206 -2.01794
C -0.10510 -3.25518 -2.10741
C -0.39004 -0.04350 -2.58661
C 0.24409 -0.06401 -3.82516
C -0.41009 0.41013 -4.95538
C -1.70242 0.90461 -4.85643
C -2.34173 0.92729 -3.62326
C -1.68646 0.45805 -2.49603
C 2.13419 -0.72500 -1.38358
C 2.89590 -1.88009 -1.23424
C 4.27410 -1.83367 -1.40494
C 4.90052 -0.63875 -1.72456
C 4.14492 0.51769 -1.88202
C 2.77170 0.47475 -1.70710
H -0.82064 -2.18559 1.01435
H -1.64016 -4.53896 1.19335
H -1.46598 -6.04641 -0.76061
H -0.48441 -5.22055 -2.87442
H 0.32237 -2.89475 -3.03647
H 1.25848 -0.43581 -3.90624
H 0.09545 0.39956 -5.91295
H -2.20936 1.27696 -5.73814
H -3.34873 1.31766 -3.53864
H -2.16779 0.48131 -1.52500
H 2.41793 -2.81483 -0.96724
H 4.86534 -2.72867 -1.25804
H 5.97918 -0.58572 -1.79282
H 4.64570 1.45574 -2.08501
H 2.18976 1.38640 -1.80103
```

- gap between HOMO and LUMO (eV) = 6.907
- charge = -1
- E_HOMO (eV) = -5.278
- largest force on an atom (hartree/bohr) = 0.0054
- energy above the lowest of the compared OMol25 structures with the same formula, charge and spin (kJ/mol) = 3.1